[1]
Computed, not measured: a 9-piece molecular cluster, C26H56FN10O17 overall at a distorted geometry, with ωB97M-V/def2-TZVPD.

ORCA input file:
```
! wB97M-V def2-TZVPD RIJCOSX def2/J DEFGRID3
* xyz 1 1
C 3.2604 1.4388 1.5590
O 2.8342 0.0890 1.4917
C 2.0821 -0.2470 0.3510
C 1.9476 -1.7584 0.3123
C 0.9703 -2.2635 1.3879
C -0.4591 -2.5172 0.8661
C -1.5352 -1.7676 1.6463
C -2.8651 -1.6714 0.8884
C -4.0527 -1.5221 1.8364
C -5.4076 -1.8557 1.2237
C -5.8882 -0.8883 0.1277
C -5.6818 0.5968 0.4661
C -4.4937 1.1927 -0.2121
C -4.2940 0.9355 -1.5758
C -3.1990 1.4630 -2.1887
C -2.3237 2.2350 -1.4179
N -2.5264 2.5061 -0.1617
N -3.6216 1.9834 0.4103
C -3.7705 2.3662 1.8325
C -2.9402 3.5995 2.1675
C -1.4965 3.3258 2.5465
F -3.6122 4.1317 3.2790
H 4.2397 1.4544 2.0262
H 3.3584 1.8955 0.5782
H 2.5375 2.0302 2.1293
H 1.0845 0.2219 0.3962
H 2.5713 0.1145 -0.5609
H 1.6203 -2.0626 -0.6804
H 2.9446 -2.1559 0.4964
H 1.3677 -3.1863 1.8027
H 0.9469 -1.5185 2.1826
H -0.5261 -2.2283 -0.1845
H -0.6466 -3.5897 0.9259
H -1.6935 -2.2593 2.6077
H -1.1480 -0.7732 1.8824
H -2.8011 -0.8087 0.2216
H -2.9776 -2.5860 0.3048
H -3.8995 -2.1972 2.6781
H -4.0649 -0.5162 2.2625
H -6.1780 -1.9479 1.9877
H -5.3325 -2.8344 0.7478
H -5.4156 -1.1771 -0.8097
H -6.9577 -1.0427 -0.0010
H -5.6740 0.7046 1.5447
H -6.5451 1.1636 0.1068
H -5.0045 0.3249 -2.1116
H -2.9937 1.3063 -3.2365
H -1.4297 2.6532 -1.8537
H -4.8069 2.5984 2.0421
H -3.4274 1.5220 2.4264
H -3.0117 4.3573 1.3916
H -0.8042 3.8422 1.8911
H -1.3335 3.7268 3.5439
H -1.2691 2.2628 2.5808
C 3.0039 5.5848 0.3670
N 3.9361 4.4306 0.4883
O 4.5056 4.2717 1.5448
O 4.0626 3.7184 -0.4887
H 2.9993 6.1167 1.3104
H 3.3671 6.2100 -0.4429
H 2.0234 5.1829 0.1317
C 2.0452 3.5342 4.9985
N 2.1786 3.8587 3.5508
O 1.4324 4.6963 3.0829
O 3.0304 3.2619 2.9311
H 1.2521 4.1437 5.4140
H 1.8188 2.4750 5.0720
H 2.9999 3.7520 5.4667
C 2.3499 -2.1051 -4.2076
N 0.9969 -2.5798 -3.8031
O 0.6442 -2.4017 -2.6527
O 0.3298 -3.1246 -4.6546
H 2.8225 -1.6476 -3.3468
H 2.9047 -2.9715 -4.5548
H 2.2127 -1.3955 -5.0177
C -7.8006 -1.9741 -3.3725
N -7.2029 -0.6237 -3.1906
O -6.1138 -0.4026 -3.6945
O -7.8283 0.1833 -2.5417
H -7.1206 -2.5700 -3.9683
H -7.9452 -2.3965 -2.3825
H -8.7554 -1.8384 -3.8713
C -0.3304 -5.7278 -2.4432
N 0.6478 -6.7865 -2.0741
O 1.1986 -6.6987 -0.9986
O 0.8262 -7.6651 -2.8903
H -0.3865 -5.0100 -1.6335
H 0.0270 -5.2584 -3.3544
H -1.2875 -6.2133 -2.6080
C 7.8496 4.3758 1.4104
N 8.9054 5.0469 0.6039
O 9.0143 6.2518 0.7026
O 9.5859 4.3389 -0.1061
H 7.3266 5.1306 1.9842
H 7.1814 3.8735 0.7177
H 8.3352 3.6543 2.0609
C 6.0652 0.1400 4.6441
N 7.1392 0.8374 3.8839
O 7.2524 2.0372 4.0331
O 7.8265 0.1545 3.1586
H 5.5389 0.8758 5.2398
H 5.4090 -0.3296 3.9171
H 6.5450 -0.6097 5.2653
C -0.2438 -5.7426 -6.7239
N 0.7991 -5.1736 -7.6230
O 0.8188 -3.9695 -7.7759
O 1.5619 -5.9595 -8.1377
H -0.8402 -4.9248 -6.3380
H -0.8421 -6.4318 -7.3115
H 0.2700 -6.2721 -5.9263
*
```

Computed properties:
LUMO level   -0.15953 Eh
Strongest force on any atom   3.2 eV Å⁻¹
HOMO   -11.2 eV
HOMO-LUMO gap   6.8 eV

***

[2]
Computed, not measured: C26H57AsF5N10STi as an isolated structure at a distorted geometry, with ωB97M-V/def2-TZVPD.

ORCA input file:
```
! wB97M-V def2-TZVPD RIJCOSX def2/J DEFGRID3
* xyz 1 3
Ti -0.2243 -0.5417 -0.3050
C 0.9561 -5.5573 0.9765
N 1.5812 -5.3196 -0.3069
C 2.4411 -6.3861 -0.7843
C 1.6136 -4.0554 -0.8853
N 0.5535 -3.3286 -1.0957
C -0.7077 -4.0563 -1.1639
C -1.8718 -3.1001 -1.2579
N -1.8908 -2.0691 -0.1939
C -1.7399 -2.6460 1.1784
C -0.4246 -2.2124 1.8554
N -0.2925 -0.7505 1.7669
C -0.4224 -0.0308 2.8405
N -0.9089 -0.5289 4.0394
C -0.2673 -0.1197 5.2788
C -2.2931 -0.9456 4.1856
N -0.0020 1.2756 2.7950
C 1.3973 1.5608 2.5028
C -0.7129 2.3066 3.5236
C -3.1321 -1.2579 -0.3311
C -2.9157 0.1813 0.1524
N -1.8216 0.7130 -0.6845
C -2.1059 1.5008 -1.7007
N -3.1995 2.3188 -1.6951
C -3.5248 3.1164 -0.5213
C -3.9207 2.6663 -2.9075
N -1.3647 1.4596 -2.8411
C -0.5187 0.3116 -3.1745
C -1.0230 2.6814 -3.5588
N 2.8554 -3.6427 -1.2758
C 3.1207 -3.1319 -2.6076
C 4.0241 -3.9162 -0.4675
H 1.6991 -5.9337 1.6873
H 0.5549 -4.6303 1.3768
H 0.1502 -6.2963 0.9172
H 1.8529 -7.2959 -0.9214
H 2.8740 -6.1140 -1.7435
H 3.2512 -6.6094 -0.0819
H -0.7255 -4.6657 -2.0748
H -0.8882 -4.7498 -0.3421
H -1.8354 -2.5733 -2.2136
H -2.8043 -3.6779 -1.2211
H -2.5715 -2.2995 1.7893
H -1.7921 -3.7360 1.1574
H -0.4077 -2.5585 2.8916
H 0.4168 -2.6501 1.3171
H 0.7873 0.0844 5.1055
H -0.7349 0.7581 5.7341
H -0.3369 -0.9417 5.9925
H -2.7638 -1.0447 3.2116
H -2.3686 -1.9011 4.7099
H -2.8585 -0.2002 4.7558
H 1.4722 2.4542 1.8891
H 1.9518 1.7125 3.4385
H 1.8335 0.7295 1.9604
H -1.7686 2.0491 3.6140
H -0.3025 2.4912 4.5223
H -0.6413 3.2304 2.9471
H -3.3881 -1.1907 -1.3890
H -3.9720 -1.7321 0.1900
H -3.8524 0.7292 0.0412
H -2.6235 0.2005 1.2019
H -2.8503 2.8724 0.2943
H -3.4016 4.1775 -0.7510
H -4.5585 2.9449 -0.2102
H -3.6646 1.9753 -3.7059
H -4.9919 2.5902 -2.7124
H -3.7122 3.6875 -3.2388
H -0.5536 -0.4213 -2.3781
H -0.8776 -0.1723 -4.0859
H 0.5106 0.6214 -3.3260
H -1.5287 3.5302 -3.1121
H 0.0515 2.8524 -3.4729
H -1.2920 2.6044 -4.6146
H 3.5936 -2.1522 -2.5787
H 2.1890 -3.0524 -3.1591
H 3.7946 -3.8246 -3.1254
H 4.6946 -4.6377 -0.9464
H 4.5787 -2.9881 -0.3123
H 3.7286 -4.2987 0.5069
F 2.4171 -0.8409 0.2348
C 1.8020 0.0353 -0.7070
F 1.8251 -0.7377 -1.9119
C 2.8887 1.0621 -1.0174
F 3.2552 1.7414 0.0797
F 2.4564 1.9472 -1.9335
F 4.0102 0.5130 -1.5178
C 0.7647 6.5431 0.8540
As 1.2456 5.1604 -0.3933
C 1.1728 6.0222 -2.1084
C 3.1265 4.9402 -0.0836
S -0.0430 3.5218 -0.2636
H 1.3076 7.4616 0.6309
H 1.0109 6.2081 1.8600
H -0.3066 6.7148 0.7823
H 1.7210 6.9633 -2.0827
H 0.1294 6.2022 -2.3571
H 1.6143 5.3601 -2.8512
H 3.5570 5.9416 -0.0673
H 3.5711 4.3559 -0.8848
H 3.2979 4.4417 0.8668
*
```

Computed properties:
Relative energy (zero: lowest compared OMol25 entry of this formula, charge and spin)   37.6 kcal/mol
LUMO level (alpha / beta)   -0.05535 / -0.05547 Eh
Strongest force on any atom   1.4 eV Å⁻¹
<S²>   2.004
HOMO (alpha / beta)   -8.1 / -10.3 eV
HOMO-LUMO gap (alpha / beta)   6.6 / 8.8 eV

***

[3]
Computed, not measured: an isolated ion of composition C26H57N10 and charge +1, with ωB97M-V/def2-TZVPD.

ORCA input file:
```
! wB97M-V def2-TZVPD RIJCOSX def2/J DEFGRID3
* xyz 1 1
C -5.8075 -1.3092 1.3326
H -6.8794 -1.4302 1.1980
H -5.4318 -2.1788 1.8680
C -5.5137 -0.0358 2.1181
C -6.1069 1.2264 1.4879
C -5.5654 1.5766 0.0993
H -5.7551 0.7420 -0.5773
H -6.1401 2.4205 -0.2845
C -4.0688 1.9350 0.0849
C -3.8214 3.4102 -0.2497
C -4.3143 4.3538 0.8399
H -4.0900 5.3839 0.5743
H -5.3886 4.2668 0.9768
H -3.8279 4.1312 1.7874
H -2.7470 3.5563 -0.3877
H -4.3131 3.6520 -1.1944
H -3.6422 1.7505 1.0763
C -3.3128 1.0495 -0.9220
N -1.8821 1.1989 -0.8208
C -1.2002 0.5826 0.0669
N 0.1913 0.7579 0.0885
C 0.9261 1.3643 -0.8660
N 2.2483 1.2124 -0.8160
C 3.1723 1.9101 -1.6892
C 3.4846 3.3402 -1.2268
C 4.5083 3.4077 -0.0920
C 3.9935 2.8925 1.2627
H 3.0123 2.4348 1.1519
H 3.8706 3.7361 1.9434
C 4.9382 1.8943 1.9344
C 5.1066 0.5611 1.2000
N 3.8543 -0.1634 1.1666
C 3.8262 -1.4343 1.0041
N 4.8778 -2.2332 0.6658
H 4.8173 -3.2292 0.7900
H 5.8043 -1.8443 0.6935
N 2.6200 -2.1029 1.0832
H 2.5980 -3.0391 0.7053
C 1.4316 -1.6761 1.6662
N 0.3167 -2.2786 1.6262
C 0.0626 -3.5248 0.9562
H -0.6094 -4.0832 1.6120
H 0.9627 -4.1365 0.7988
C -0.6364 -3.3022 -0.3992
C -1.1501 -4.6356 -0.9558
C -2.4114 -5.1350 -0.2612
H -2.7445 -6.0634 -0.7177
H -2.2386 -5.3241 0.7951
H -3.2123 -4.4047 -0.3532
H -1.3695 -4.5098 -2.0169
H -0.3635 -5.3891 -0.8718
C 0.3081 -2.6103 -1.3921
C -0.4276 -1.8804 -2.5141
H -1.0934 -1.1305 -2.0802
H -1.0440 -2.5809 -3.0781
C 0.5425 -1.1900 -3.4705
C -0.1922 -0.3391 -4.4988
H -0.8449 -0.9609 -5.1058
H -0.8031 0.4144 -4.0057
H 0.5117 0.1593 -5.1611
H 1.2291 -0.5619 -2.8951
H 1.1419 -1.9437 -3.9847
H 0.9165 -1.8724 -0.8617
H 0.9841 -3.3528 -1.8236
H -1.4944 -2.6455 -0.2247
N 1.4697 -0.4315 2.2726
H 0.8379 -0.3340 3.0535
H 2.6758 0.7140 -0.0237
H 2.4123 -0.0660 2.3961
H 5.8839 -0.0122 1.7254
H 5.4631 0.7333 0.1775
H 4.5692 1.6860 2.9408
H 5.9260 2.3474 2.0326
H 5.3940 2.8467 -0.3930
H 4.8213 4.4466 0.0152
H 2.5594 3.8323 -0.9213
H 3.8860 3.8864 -2.0818
H 2.7625 1.9276 -2.7032
H 4.0919 1.3243 -1.7208
N 0.2921 2.0566 -1.7931
H 0.7656 2.4539 -2.5846
H -0.7521 1.9502 -1.7077
H 0.6784 0.3564 0.9017
N -1.6411 -0.2301 1.0579
H -1.0182 -0.9538 1.4254
H -2.6193 -0.4723 1.0360
H -3.5838 1.3482 -1.9383
H -3.6085 -0.0002 -0.7866
H -5.9252 2.0662 2.1617
H -7.1883 1.0958 1.4093
H -5.9372 -0.1414 3.1192
H -4.4337 0.0805 2.2421
H -5.3441 -1.2898 0.3484
*
```

Computed properties:
Relative energy (zero: lowest compared OMol25 entry of this formula, charge and spin)   17.3 kcal/mol
LUMO level   -0.07113 Eh
Strongest force on any atom   0.7 eV Å⁻¹
HOMO   -11.5 eV
HOMO-LUMO gap   9.6 eV